# 1
This record from the OMol25 dataset describes a 4-piece molecular cluster, C46H75N2O10S2 overall in a non-equilibrium geometry. The level of theory is ωB97M-V/def2-TZVPD.

Last column: Mulliken charge in e.
CARTESIAN COORDINATES (ANGSTROEM)
S1 -1.49 -2.95 2.84  0.18
S2 -2.05 -1.68 5.56  -0.11
O1 6.92 -3.44 -5.39  -0.46
O2 -2.75 10.32 2.11  -0.47
O3 -0.52 3.12 -4.21  -0.28
O4 5.45 -4.27 -2.86  -0.26
O5 -0.66 8.20 1.40  -0.26
O6 -0.48 -4.00 -3.63  -0.43
O7 -0.06 10.33 3.52  -0.26
O8 -0.56 2.98 -1.16  -0.37
O9 1.10 5.10 -2.57  -0.33
O10 5.18 -5.95 -5.40  -0.25
N1 -3.21 -4.55 -1.57  0.30
N2 0.43 -1.74 4.63  0.43
C1 -2.40 9.67 3.33  -0.22
C2 -5.01 -2.79 -0.09  0.32
C3 -6.01 -1.81 0.59  -0.84
C4 -0.96 -2.10 4.39  -0.52
C5 -3.07 -4.42 -0.19  0.54
C6 1.58 4.21 -1.57  -0.56
C7 0.60 11.57 3.50  -0.84
C8 0.42 1.45 2.33  -0.74
C9 -1.95 -5.18 0.58  -0.71
C10 -0.20 1.93 -4.91  -0.80
C11 3.16 -5.20 4.12  -0.42
C12 -1.46 3.66 -2.03  -0.20
C13 5.42 -2.98 -3.44  -0.51
C14 7.31 -4.80 -5.16  -0.30
C15 4.18 -6.05 -6.40  -0.71
C16 -1.52 -4.78 3.16  -0.83
C17 -2.36 -5.42 -2.41  -1.10
C18 0.82 -0.50 4.00  0.31
C19 -1.41 8.98 0.47  -0.45
C20 -3.97 -3.56 0.60  0.91
C21 -1.68 3.01 -3.39  -0.61
C22 0.02 0.15 2.93  0.17
C23 6.51 -5.85 -5.92  -0.51
C24 -0.83 -4.75 -2.42  0.65
C25 -5.89 -2.56 3.15  0.05
C26 2.04 0.24 4.41  -0.28
C27 5.62 -3.04 -4.95  -0.27
C28 -5.63 -1.42 2.08  -0.76
C29 0.81 2.90 -1.56  -0.32
C30 2.76 -4.40 2.95  -0.65
C31 0.88 6.42 -2.11  -0.26
C32 -2.32 -5.58 2.07  -0.89
C33 -1.06 6.85 1.46  -0.46
C34 1.34 -2.83 4.36  -0.06
C35 2.44 1.51 3.82  -0.56
C36 1.62 2.17 2.76  -0.54
C37 2.64 -4.81 5.44  -0.50
C38 -5.13 -2.93 -1.57  -1.03
C39 0.16 -5.40 -3.52  -0.53
C40 -1.33 10.36 4.16  -0.50
C41 1.86 -3.22 3.04  0.04
C42 1.75 -3.65 5.53  -0.46
C43 -7.04 -3.57 2.79  -1.21
C44 6.27 -4.36 -1.70  -0.88
C45 -1.78 10.34 1.07  -0.43
C46 -4.21 -3.84 -2.24  -0.12
H1 -0.37 -4.45 -1.41  0.14
H2 -0.27 -6.15 -4.22  0.24
H3 -0.89 10.89 1.38  0.13
H4 5.50 -2.02 -5.33  0.43
H5 1.29 2.25 -0.82  0.50
H6 -3.32 9.67 3.92  0.43
H7 -6.73 -4.33 2.01  0.24
H8 0.87 1.94 -5.11  0.24
H9 -2.42 3.66 -1.51  0.42
H10 1.94 3.16 2.35  0.39
H11 -0.45 -5.13 3.18  0.33
H12 4.04 -7.10 -6.67  0.30
H13 -2.23 -6.45 -2.01  0.31
H14 0.45 6.43 -1.10  -0.21
H15 1.58 -2.65 2.13  0.46
H16 4.43 -2.56 -3.24  0.36
H17 -2.60 -5.39 -3.50  0.43
H18 -5.95 -0.85 -0.01  0.48
H19 7.34 -5.01 -4.09  0.07
H20 0.16 6.90 -2.78  0.29
H21 1.26 -5.29 -3.34  0.27
H22 3.16 -4.75 1.96  0.33
H23 0.90 2.37 -2.51  0.07
H24 -7.27 -4.17 3.71  0.39
H25 -2.14 6.72 1.33  0.41
H26 -2.05 -4.93 4.14  0.58
H27 -1.17 4.71 -2.13  0.02
H28 3.36 2.07 4.14  0.33
H29 -2.23 10.93 0.26  0.43
H30 -0.74 1.91 -5.87  0.30
H31 2.63 4.01 -1.79  0.40
H32 3.25 -5.67 -5.97  0.10
H33 -4.33 -3.96 -3.35  0.29
H34 -2.32 8.47 0.16  0.38
H35 -2.01 -6.66 2.19  0.42
H36 -7.08 -2.13 0.51  0.36
H37 -0.93 -0.28 2.53  0.19
H38 -0.52 6.27 0.71  -0.20
H39 -5.89 -2.40 -2.19  0.47
H40 -1.64 11.39 4.37  0.34
H41 8.34 -4.86 -5.51  0.42
H42 3.81 -6.10 4.06  0.38
H43 -6.22 -2.03 4.10  0.39
H44 4.42 -5.46 -7.28  0.39
H45 2.90 -5.39 6.35  0.35
H46 -3.43 -5.56 2.27  0.40
H47 1.14 11.72 4.44  0.29
H48 -2.17 8.62 3.16  0.01
H49 -1.70 -6.12 0.00  0.39
H50 -4.95 -3.12 3.43  0.07
H51 7.19 -3.77 -1.81  0.40
H52 -4.59 -1.00 2.16  0.13
H53 -8.01 -3.07 2.51  0.31
H54 -2.49 3.54 -3.91  0.40
H55 4.85 -3.62 -5.44  0.06
H56 1.81 6.98 -2.13  0.38
H57 -0.09 12.40 3.33  0.40
H58 -1.23 9.83 5.11  0.38
H59 1.32 11.56 2.68  0.24
H60 -3.89 -3.46 1.70  -0.46
H61 6.51 -5.61 -6.98  0.35
H62 1.52 4.67 -0.57  0.28
H63 -0.43 1.03 -4.33  0.36
H64 -6.31 -0.56 2.36  0.43
H65 5.71 -4.03 -0.82  0.29
H66 -1.98 1.97 -3.25  0.33
H67 6.98 -6.82 -5.77  0.39
H68 6.56 -5.40 -1.57  0.25
H69 -0.98 -4.59 0.58  0.22
H70 -0.77 9.14 -0.40  0.33
H71 -0.80 6.47 2.45  0.28
H72 -0.20 1.95 1.54  0.42
H73 6.18 -2.32 -3.00  0.35
H74 1.36 -3.36 6.53  0.38
H75 2.71 -0.17 5.21  0.34

Calculated values
Total charge: +1
Orbital gap, eV: 6.36
Electronic energy, eV: -94025.325
E_LUMO, eV: -3.7



# 2
This record from the OMol25 dataset describes a 6-piece molecular cluster, C2H15NO5 overall in a non-equilibrium geometry. The level of theory is ωB97M-V/def2-TZVPD.

Last column: Mulliken charge in e.
CARTESIAN COORDINATES (ANGSTROEM)
O1 -1.31 1.26 -0.84  -0.67
O2 0.04 -1.58 -2.90  -0.67
O3 1.16 3.81 0.65  -0.62
O4 -2.53 -0.78 -2.31  -0.69
O5 -0.60 -2.97 -0.29  -0.60
N1 0.97 0.61 1.51  -0.12
C1 0.25 -0.39 2.28  -0.89
C2 2.20 0.80 1.69  -0.41
H1 0.31 -1.32 1.71  0.32
H2 1.87 3.45 0.11  0.32
H3 -0.80 -1.15 -2.70  0.39
H4 2.68 1.64 1.22  0.21
H5 -0.93 1.89 -0.22  0.32
H6 -0.19 -3.83 -0.38  0.29
H7 -0.79 -2.65 -1.18  0.33
H8 -2.47 0.17 -2.12  0.35
H9 2.74 0.44 2.59  0.23
H10 0.70 -0.59 3.26  0.37
H11 -0.93 0.41 -0.60  0.36
H12 -0.80 -0.14 2.33  0.26
H13 -3.12 -1.06 -1.60  0.32
H14 0.60 -1.14 -3.54  0.28
H15 0.96 3.15 1.33  0.32

Calculated values
SMILES: C=NC.O.O.O.O.O
Orbital gap, eV: 10.80
Electronic energy, eV: -14044.139
Energy relative to the best compared isomer or geometry (same formula, charge and spin), kcal/mol: 29.8
E_LUMO, eV: 0.6



# 3
This record from the OMol25 dataset describes a 4-piece molecular cluster, C26H64BrN2O2P overall in a non-equilibrium geometry. The level of theory is ωB97M-V/def2-TZVPD.

Last column: Mulliken charge in e.
CARTESIAN COORDINATES (ANGSTROEM)
Br1 3.81 0.57 -1.71  -0.64
P1 -3.21 1.30 2.41  0.99
O1 4.49 -4.83 -1.83  -0.52
O2 2.18 -1.79 -2.96  -0.25
N1 2.87 -1.19 -5.97  -0.07
N2 5.13 -2.81 0.38  0.04
C1 -3.58 1.49 7.73  -1.37
C2 -4.90 0.48 -1.34  -0.71
C3 4.91 -1.45 0.99  -0.87
C4 -3.91 0.66 3.93  -1.20
C5 -3.98 6.17 1.96  -1.23
C6 -4.27 5.28 3.16  -0.69
C7 1.33 -1.23 -3.93  -0.49
C8 2.02 -1.90 -6.94  -0.90
C9 3.96 -3.67 0.78  -0.76
C10 0.64 1.03 0.74  -1.01
C11 -3.85 0.90 -0.30  -0.10
C12 0.40 0.03 -0.39  -0.39
C13 -4.39 0.92 1.11  -1.21
C14 5.24 -2.65 -1.11  0.12
C15 -0.62 1.65 1.37  -0.52
C16 -5.43 -0.93 -1.16  -1.19
C17 2.04 -0.38 -4.97  -0.51
C18 -4.11 0.90 6.44  -0.50
C19 -3.12 3.10 2.53  -1.14
C20 -3.24 1.14 5.23  -0.63
C21 3.67 -0.18 -6.73  -0.94
C22 5.57 -3.89 -1.90  -0.61
C23 3.83 -2.10 -5.29  -1.06
C24 -1.54 0.65 2.07  -0.86
C25 6.35 -3.39 0.97  -0.94
C26 -4.45 3.79 2.87  -0.43
H1 4.53 -2.45 -6.05  0.43
H2 -2.39 3.40 3.28  0.64
H3 -3.59 2.58 7.71  0.33
H4 1.28 0.07 -5.60  0.35
H5 6.42 -4.43 0.65  0.44
H6 2.52 -1.00 -2.48  -0.39
H7 1.27 0.56 1.50  0.34
H8 -6.20 -1.19 -1.88  0.40
H9 6.05 -1.93 -1.24  0.32
H10 7.22 -2.83 0.63  0.34
H11 5.80 -3.59 -2.92  0.44
H12 1.31 -1.21 -7.39  0.37
H13 -0.28 2.43 2.05  0.37
H14 -1.13 2.17 0.56  0.28
H15 0.06 0.54 -1.29  0.22
H16 4.34 -2.11 -1.41  -0.04
H17 -3.75 7.17 2.32  0.38
H18 3.29 -2.91 -4.80  0.44
H19 6.46 -4.35 -1.48  0.35
H20 4.28 -0.72 -7.46  0.43
H21 -5.22 3.56 2.13  0.33
H22 3.02 0.47 -7.31  0.40
H23 -4.82 3.38 3.82  0.20
H24 3.88 -3.62 1.86  0.37
H25 3.07 -3.26 0.30  0.26
H26 -5.84 -1.09 -0.16  0.32
H27 -4.29 1.23 8.52  0.40
H28 -1.18 0.49 3.10  0.55
H29 -3.16 5.75 1.37  0.31
H30 4.30 0.39 -6.05  0.41
H31 0.76 -2.01 -4.46  0.45
H32 -3.41 5.39 3.83  0.34
H33 -5.27 1.56 1.25  0.63
H34 1.24 1.86 0.35  0.41
H35 1.32 -0.52 -0.59  -0.01
H36 2.67 -2.33 -7.70  0.41
H37 3.90 -1.13 0.76  0.30
H38 -5.73 1.20 -1.26  0.35
H39 5.69 -0.77 0.66  0.38
H40 4.42 -5.32 -2.65  0.31
H41 1.55 -2.76 -6.48  0.38
H42 4.98 -1.59 2.07  0.38
H43 -4.83 6.29 1.29  0.31
H44 -2.59 1.13 8.00  0.34
H45 4.38 -1.52 -4.55  0.41
H46 -4.94 1.04 3.94  0.51
H47 -2.75 3.45 1.57  0.63
H48 -5.13 5.65 3.71  0.42
H49 6.28 -3.43 2.05  0.39
H50 -4.48 0.62 -2.34  0.39
H51 0.55 -0.61 -3.46  0.14
H52 2.73 0.37 -4.57  0.48
H53 -4.62 -1.65 -1.29  0.29
H54 4.13 -4.68 0.43  0.40
H55 -0.37 -0.70 -0.11  0.18
H56 -2.94 2.18 5.12  0.31
H57 -4.80 -0.06 1.38  0.50
H58 -4.31 -0.17 6.58  0.36
H59 -2.99 0.23 -0.36  0.07
H60 -3.50 1.89 -0.61  0.26
H61 -5.10 1.33 6.26  0.34
H62 -1.67 -0.29 1.52  0.53
H63 -3.97 -0.43 3.91  0.65
H64 -2.29 0.61 5.35  0.38

Calculated values
Total charge: +2
Orbital gap, eV: 8.66
Electronic energy, eV: -114394.309
Energy relative to the best compared isomer or geometry (same formula, charge and spin), kcal/mol: 2.9
E_LUMO, eV: -3.6



# 4
This record from the OMol25 dataset describes IO4PPb as an isolated structure in a non-equilibrium geometry. The level of theory is ωB97M-V/def2-TZVPD.

Last column: Mulliken charge in e.
CARTESIAN COORDINATES (ANGSTROEM)
Pb1 -4.90 -8.49 -9.53  0.18
I1 -1.48 -5.78 -12.24  -0.98
P1 -4.15 -13.45 -8.28  0.94
O1 -5.80 -13.62 -8.26  -0.55
O2 -3.23 -14.69 -8.38  -0.56
O3 -4.02 -12.91 -9.72  -0.41
O4 -3.55 -12.28 -7.37  -0.62

Calculated values
Total charge: -2
Orbital gap, eV: 2.90
Electronic energy, eV: -30824.232
Energy relative to the best compared isomer or geometry (same formula, charge and spin), kcal/mol: 0.0
E_LUMO, eV: 2.0